{"formula": "C4H10N2", "method": "wB97M-V/def2-TZVPD", "e_lumo_ev": [-4.66, -8.50], "gap_ev": [5.96, 2.12], "total_charge": 1, "multiplicity": 2, "relative_energy_ev": 3.209, "symbols": ["C", "C", "N", "H", "H", "H", "H", "H", "C", "C", "N", "H", "H", "H", "H", "H"], "xyz": [[5.0644, 0.7551, -1.7267], [6.2454, 0.1280, -1.9516], [6.4711, -1.1746, -1.5769], [4.3097, 0.3357, -1.0631], [4.8460, 1.7429, -2.1222], [7.1145, 0.6421, -2.3456], [5.7395, -1.5751, -0.9949], [6.8688, -1.7229, -2.3384], [-6.2327, -0.3023, 0.9060], [-5.4163, 0.6703, 2.9032], [-6.2537, 0.6863, 1.9678], [-6.4186, -1.3149, 1.2619], [-5.3098, -0.3097, 0.3133], [-6.9874, 0.0365, 0.1810], [-5.5015, 1.3977, 3.7079], [-4.5394, 0.0049, 2.8783]], "lowdin_spin": [0.437, 0.149, 0.363, 0.016, 0.020, 0.002, 0.004, 0.010, 0.000, 0.000, 0.000, 0.000, 0.000, 0.000, 0.000, 0.000]}



{"formula": "C33H28N9O5S4Sc", "method": "wB97M-V/def2-TZVPD", "e_lumo_ev": -1.34, "gap_ev": 5.93, "relative_energy_ev": 0.440, "symbols": ["Sc", "S", "C", "S", "S", "O", "C", "O", "C", "C", "C", "C", "C", "C", "N", "C", "C", "C", "C", "C", "C", "N", "H", "H", "H", "H", "H", "H", "H", "H", "H", "H", "O", "C", "C", "O", "O", "C", "C", "C", "C", "C", "C", "C", "C", "C", "C", "C", "C", "H", "H", "H", "H", "H", "H", "H", "H", "H", "H", "H", "S", "C", "N", "C", "C", "C", "N", "H", "H", "H", "H", "N", "N", "N", "C", "N", "N", "H", "H", "H"], "xyz": [[0.3967, -0.1084, -0.0804], [1.0591, 0.3546, 4.6100], [0.8814, 0.1064, 2.9861], [1.4567, 1.2513, 1.7841], [0.0788, -1.2555, 2.2967], [-3.5314, 7.2037, -0.5016], [-2.4265, 6.6874, 0.0821], [-1.6246, 7.4137, 0.5993], [-2.2700, 5.2023, 0.0283], [-0.9817, 4.6839, 0.0754], [-0.7745, 3.3161, 0.0794], [-1.8659, 2.4537, 0.0824], [-3.1596, 2.9689, 0.0216], [-3.3569, 4.3367, -0.0052], [-1.6338, 1.0417, 0.0819], [-2.5563, 0.2775, 0.5233], [-2.4752, -1.1781, 0.3204], [-3.5592, -1.9794, 0.6262], [-3.4794, -3.3368, 0.3444], [-2.3293, -3.8304, -0.2382], [-1.2867, -2.9532, -0.5116], [-1.3557, -1.6565, -0.2431], [-4.0085, 6.5086, -0.9707], [-0.1409, 5.3629, 0.1084], [0.2295, 2.9223, 0.0885], [-4.0221, 2.3205, -0.0075], [-4.3745, 4.7098, 0.0073], [-3.4442, 0.6481, 1.0256], [-4.4341, -1.5461, 1.0908], [-4.3048, -3.9932, 0.5847], [-2.2188, -4.8798, -0.4714], [-0.3538, -3.3123, -0.9278], [0.6478, -1.0065, -2.2835], [0.9392, -0.0796, -3.3623], [1.1980, 1.2729, -2.6509], [1.4334, 2.2683, -3.2927], [1.1308, 1.2019, -1.3560], [-0.2762, -0.0400, -4.2879], [-0.8321, -1.2546, -4.6911], [-1.9375, -1.2973, -5.5228], [-2.5087, -0.1145, -5.9750], [-1.9588, 1.0951, -5.5884], [-0.8478, 1.1375, -4.7525], [2.2162, -0.5238, -4.0632], [3.3318, -0.8230, -3.2830], [4.5163, -1.2236, -3.8781], [4.6025, -1.3198, -5.2611], [3.5017, -1.0062, -6.0413], [2.3110, -0.6080, -5.4458], [0.7621, -1.9105, -2.5935], [-0.3968, -2.1956, -4.3720], [-2.3489, -2.2530, -5.8212], [-3.3725, -0.1402, -6.6263], [-2.3917, 2.0238, -5.9375], [-0.4210, 2.0882, -4.4702], [3.2694, -0.7292, -2.2067], [5.3782, -1.4470, -3.2620], [5.5295, -1.6279, -5.7269], [3.5667, -1.0652, -7.1199], [1.4598, -0.3568, -6.0638], [-2.8252, 1.5554, 3.5696], [-2.0378, 3.0280, 3.5338], [-0.6935, 3.0947, 3.8081], [0.0301, 4.2245, 3.7381], [-0.5793, 5.3994, 3.4200], [-1.9661, 5.3097, 3.2066], [-2.6669, 4.2050, 3.2497], [-0.1663, 2.2552, 4.0759], [1.0854, 4.1071, 3.9447], [-0.0412, 6.3292, 3.3341], [-2.5198, 6.2172, 2.9769], [3.1518, -4.8551, 0.3595], [3.0366, -3.4688, 0.3983], [3.7836, -2.7235, 1.1774], [3.2860, -1.5178, 0.9383], [2.2989, -1.5698, 0.0376], [2.1432, -2.8384, -0.2908], [4.0237, -5.0656, 0.8357], [3.2335, -5.1166, -0.6187], [3.6062, -0.6123, 1.4243]], "mulliken_charge": [-0.544, -0.376, 0.553, -0.420, -0.503, -0.494, 0.592, -0.537, 0.627, -1.463, 0.203, -0.237, -0.598, -0.965, 1.099, 0.111, -0.186, -0.967, -0.485, -1.002, -0.348, 0.679, 0.349, 0.481, 0.556, 0.525, 0.385, 0.552, 0.573, 0.445, 0.425, 0.370, 0.429, 2.772, -0.385, -0.696, -0.160, -0.543, -0.012, -1.081, -0.432, -0.919, -0.408, -0.276, -0.143, -0.931, -0.455, -0.974, -0.290, 0.262, 0.337, 0.409, 0.428, 0.443, 0.602, 0.348, 0.433, 0.399, 0.423, 0.489, -0.317, 0.103, 0.323, 0.231, -1.004, -0.061, -0.486, -0.281, 0.457, 0.468, 0.578, -0.718, 1.021, -0.994, -0.492, 0.574, -0.010, 0.334, 0.253, 0.556]}



{"formula": "C45H87BBr2IN10NbO4P", "method": "wB97M-V/def2-TZVPD", "e_lumo_ev": 1.38, "gap_ev": 4.96, "total_charge": -1, "symbols": ["C", "C", "C", "C", "N", "Nb", "O", "Br", "C", "C", "C", "I", "B", "O", "O", "C", "C", "P", "O", "Br", "H", "H", "H", "H", "H", "H", "H", "H", "H", "H", "H", "H", "H", "H", "H", "H", "H", "H", "H", "H", "H", "H", "H", "H", "C", "C", "C", "C", "N", "H", "H", "H", "H", "H", "H", "H", "C", "C", "C", "C", "N", "H", "H", "H", "H", "H", "H", "H", "C", "C", "C", "C", "N", "H", "H", "H", "H", "H", "H", "H", "C", "C", "C", "C", "N", "H", "H", "H", "H", "H", "H", "H", "C", "C", "C", "C", "N", "H", "H", "H", "H", "H", "H", "H", "C", "C", "C", "C", "N", "H", "H", "H", "H", "H", "H", "H", "C", "C", "C", "C", "N", "H", "H", "H", "H", "H", "H", "H", "C", "C", "C", "C", "N", "H", "H", "H", "H", "H", "H", "H", "C", "C", "C", "C", "N", "H", "H", "H", "H", "H", "H", "H"], "xyz": [[2.0169, 5.4285, -1.3761], [2.4719, 4.9476, 0.0025], [1.9739, 3.5203, 0.3122], [3.0070, 2.6363, 1.0519], [2.4334, 1.9085, 2.1936], [2.9586, 2.2382, 4.1012], [3.2528, 2.6277, 5.9958], [5.5042, 2.4576, 3.5886], [2.7246, 0.0693, 4.7551], [4.0622, -0.3600, 5.3822], [3.8790, -1.5108, 6.3748], [3.6681, -0.8338, 8.3917], [2.1987, 4.5110, 3.9783], [1.0694, 4.9873, 3.3343], [2.9852, 5.4544, 4.6256], [4.1168, 6.0440, 3.9654], [4.0806, 7.5674, 4.1057], [0.3634, 2.3746, 4.4288], [0.0882, 2.9942, 5.9520], [-0.5850, 0.2721, 4.7053], [0.9204, 5.3842, -1.4126], [2.3009, 6.4741, -1.5429], [2.4254, 4.7870, -2.1662], [2.0940, 5.6404, 0.7660], [3.5696, 4.9777, 0.0399], [1.0538, 3.5854, 0.9071], [1.7451, 3.0421, -0.6526], [3.3731, 1.9175, 0.3051], [3.8678, 3.2522, 1.3374], [1.4240, 1.8853, 2.0456], [2.5666, 2.3542, 6.6222], [1.9295, -0.0694, 5.4951], [2.4626, -0.5555, 3.8930], [4.5220, 0.4886, 5.9027], [4.7595, -0.7069, 4.6062], [2.9498, -2.0536, 6.1904], [4.7229, -2.2012, 6.4056], [0.6553, 5.7090, 3.8312], [5.0095, 5.6534, 4.4515], [4.1881, 5.7325, 2.9134], [3.6530, 8.0706, 3.2324], [3.4695, 7.8279, 4.9769], [5.0933, 7.9552, 4.2568], [-0.0905, 2.3213, 6.6222], [-1.7240, -3.4710, 2.1780], [-2.5670, -2.2583, 2.5467], [-2.6232, -1.2208, 1.4191], [-1.3009, -0.6971, 1.0805], [-0.2373, -0.3211, 0.8637], [-0.6844, -3.1872, 2.0076], [-1.7392, -4.2086, 2.9810], [-2.1093, -3.9474, 1.2754], [-2.1783, -1.7814, 3.4477], [-3.5924, -2.5682, 2.7638], [-3.2516, -0.3747, 1.7050], [-3.0510, -1.6688, 0.5170], [-6.1033, -3.0366, -1.2801], [-5.1893, -3.2499, -2.4784], [-4.6811, -4.6937, -2.5825], [-3.8982, -5.0831, -1.4106], [-3.2475, -5.3593, -0.5045], [-5.5743, -3.2252, -0.3443], [-6.4723, -2.0114, -1.2534], [-6.9663, -3.7040, -1.3222], [-4.3334, -2.5741, -2.4209], [-5.7231, -3.0137, -3.4013], [-4.0444, -4.8133, -3.4622], [-5.5238, -5.3828, -2.6826], [6.8514, 5.6851, 8.7607], [6.4885, 4.5959, 7.7600], [7.4137, 4.5722, 6.5393], [7.3606, 5.8184, 5.7754], [7.2522, 6.7602, 5.1213], [6.7594, 6.6766, 8.3116], [6.1902, 5.6501, 9.6275], [7.8786, 5.5702, 9.1177], [5.4604, 4.7235, 7.4145], [6.5386, 3.6155, 8.2352], [7.1153, 3.7741, 5.8580], [8.4521, 4.3970, 6.8370], [3.5362, 0.1223, -4.3921], [3.5077, 1.6115, -4.7085], [4.7186, 2.3555, -4.1307], [4.7682, 2.2537, -2.6709], [4.7940, 2.1989, -1.5233], [3.4996, -0.0525, -3.3158], [2.6790, -0.3819, -4.8392], [4.4425, -0.3485, -4.7804], [2.5924, 2.0591, -4.3198], [3.4940, 1.7657, -5.7890], [4.6807, 3.4154, -4.3887], [5.6475, 1.9455, -4.5342], [-2.2235, 6.0340, -4.3152], [-2.3622, 4.6093, -3.7967], [-1.0252, 4.0161, -3.3340], [-0.0573, 3.9604, -4.4298], [0.6864, 3.9555, -5.3066], [-1.5740, 6.0717, -5.1911], [-3.1949, 6.4379, -4.6014], [-1.7991, 6.6887, -3.5516], [-2.7898, 3.9699, -4.5719], [-3.0487, 4.5864, -2.9487], [-1.1584, 3.0057, -2.9439], [-0.5927, 4.6216, -2.5370], [-2.6922, 4.4315, 9.3111], [-3.1038, 3.0220, 9.7131], [-1.9908, 2.2693, 10.4544], [-0.7939, 2.1376, 9.6258], [0.1346, 2.0922, 8.9513], [-1.8478, 4.4116, 8.6208], [-3.5146, 4.9458, 8.8139], [-2.4047, 5.0217, 10.1843], [-3.3855, 2.4519, 8.8258], [-3.9799, 3.0543, 10.3643], [-2.3202, 1.2682, 10.7382], [-1.7115, 2.7990, 11.3684], [-6.3091, -4.4218, -7.6317], [-5.1446, -4.8011, -6.7293], [-5.2431, -6.2350, -6.2021], [-6.4333, -6.4618, -5.3828], [-7.3559, -6.6115, -4.7127], [-7.2566, -4.4420, -7.0898], [-6.1741, -3.4161, -8.0293], [-6.3787, -5.1094, -8.4767], [-5.0865, -4.0995, -5.8927], [-4.2130, -4.7282, -7.2849], [-4.3735, -6.4856, -5.5883], [-5.2641, -6.9290, -7.0458], [-0.2281, -3.9728, -9.2188], [-0.1603, -5.0440, -8.1403], [-0.8517, -6.3497, -8.5472], [-2.2815, -6.1792, -8.8012], [-3.4064, -6.0243, -8.9848], [-1.2609, -3.6913, -9.4320], [0.3025, -3.0744, -8.9048], [0.2251, -4.3210, -10.1494], [-0.6132, -4.6770, -7.2173], [0.8787, -5.2796, -7.9070], [-0.7854, -7.0838, -7.7459], [-0.3945, -6.7622, -9.4493], [-4.3729, -9.3902, -4.7222], [-4.1622, -9.7046, -6.1965], [-2.7335, -10.1675, -6.5151], [-1.7490, -9.1405, -6.1744], [-1.0301, -8.2884, -5.8928], [-3.7284, -8.5717, -4.3958], [-5.4055, -9.0946, -4.5351], [-4.1544, -10.2584, -4.0978], [-4.3874, -8.8251, -6.8030], [-4.8467, -10.4926, -6.5146], [-2.6290, -10.3934, -7.5779], [-2.4837, -11.0731, -5.9574]], "mulliken_charge": [-1.218, -0.356, -0.321, -0.494, -0.188, -0.470, -0.562, -0.571, -0.853, -0.036, -1.122, -0.081, 1.494, -0.532, -0.489, 0.811, -1.365, 0.334, -0.291, -0.537, 0.103, 0.439, 0.246, 0.085, 0.432, 0.464, 0.443, 0.125, 0.182, -0.051, 0.165, 0.324, 0.519, 0.197, 0.280, 0.398, 0.499, 0.217, -0.334, -0.017, 0.326, 0.303, 0.389, 0.144, -0.925, -0.174, 0.103, 0.084, -0.412, 0.313, 0.349, 0.129, -0.032, 0.327, 0.299, -0.063, -1.264, -0.416, 0.107, 0.151, -0.474, 0.291, 0.353, 0.378, 0.352, 0.269, 0.042, 0.148, -1.288, -0.158, -0.154, 0.286, -0.572, 0.354, 0.355, 0.303, 0.120, 0.364, 0.000, 0.407, -1.182, -0.086, -0.541, 0.217, -0.438, 0.328, 0.332, 0.303, 0.002, 0.364, 0.297, 0.342, -1.159, -0.526, 0.050, 0.357, -0.536, 0.357, 0.340, 0.287, 0.315, 0.330, 0.334, -0.116, -1.016, -0.407, -0.467, 0.316, -0.435, 0.256, 0.312, 0.308, 0.298, 0.296, 0.273, 0.277, -1.471, -0.113, 0.303, -0.128, -0.594, 0.374, 0.415, 0.331, 0.147, 0.149, 0.284, 0.283, -1.175, -0.481, -0.074, 0.373, -0.516, 0.318, 0.360, 0.295, 0.303, 0.355, -0.109, 0.350, -1.169, 0.085, -0.502, 0.296, -0.555, 0.277, 0.306, 0.405, -0.122, 0.365, 0.311, 0.356]}



{"formula": "C3H7N2O2S", "method": "wB97M-V/def2-TZVPD", "e_lumo_ev": [-6.33, -6.33], "gap_ev": [7.54, 7.54], "total_charge": 1, "relative_energy_ev": 5.143, "symbols": ["C", "C", "C", "N", "N", "O", "O", "S", "H", "H", "H", "H", "H", "H", "H"], "xyz": [[-1.1080, 0.8040, -0.2213], [1.8647, -1.6693, 0.3902], [0.8580, 0.7608, -0.9496], [-1.7520, -0.4266, 0.0369], [-1.5331, 1.8130, 0.4471], [-1.2007, -1.4982, -0.1105], [-2.9262, -0.2581, 0.3271], [1.7947, 0.1121, 0.3257], [2.8291, -1.9724, 0.8987], [1.7742, -2.0004, -0.7097], [1.0236, -2.1252, 1.0594], [0.8210, 0.2125, -1.8498], [1.0901, 1.7896, -1.0120], [-1.2473, 2.7492, 0.2145], [-2.2879, 1.7089, 1.1534]], "mulliken_charge": [0.138, -0.683, -0.522, 0.934, -0.179, -0.486, -0.530, 0.117, 0.353, 0.262, 0.262, 0.379, 0.390, 0.279, 0.285]}